A molecular structure, C3H5N3O. Source: the Open Molecules 2025 dataset; level of theory: ωB97M-V/def2-TZVPD.

XYZ file:
```
12
C3H5N3O (ωB97M-V/def2-TZVPD)
N -0.86703 -1.19598 -0.26031
N -0.20254 1.10408 -0.31710
H 1.53277 0.86148 -2.07132
H -2.46721 -1.50008 0.93538
H -2.52404 0.59107 2.04339
H 1.81813 -1.34559 -1.22802
O 2.23543 -0.60538 -0.76637
N -1.80454 -0.74320 0.77319
C -1.77305 0.43172 1.26698
C -0.22899 -0.10714 -0.53269
H 1.94633 1.32785 -0.41069
C 1.53631 0.53473 -1.02732
```

Molecular weight: 99.1 Da
Relative energy (zero: lowest compared OMol25 entry of this formula, charge and spin): 770.64 kJ/mol
E_HOMO: -8.53 eV



C3H5N3O in the gas phase. Source: the Open Molecules 2025 dataset; level of theory: ωB97M-V/def2-TZVPD.

XYZ file:
```
12
C3H5N3O (ωB97M-V/def2-TZVPD)
O 2.48934 0.12166 0.67418
N 0.34648 -0.00158 -0.18176
H 2.13735 -0.58996 -1.20654
C -1.74073 0.20196 0.48640
H 2.00841 1.06472 -0.88683
H -1.99295 -2.05917 0.14032
N -0.17206 -1.27922 -0.18215
C -0.53078 0.91524 0.29878
H -0.22709 1.91620 0.27923
H -2.68467 0.70969 0.79810
N 1.79154 0.12760 -0.39582
C -1.42484 -1.12714 0.17610
```

Molecular weight: 99.1 Da
Relative energy (zero: lowest compared OMol25 entry of this formula, charge and spin): 533.63 kJ/mol
E_HOMO: -9.25 eV
SMILES string: [O-][NH2+]n1cccn1



C3H5N3O2S in the gas phase. Source: the Open Molecules 2025 dataset; level of theory: ωB97M-V/def2-TZVPD.

XYZ file:
```
14
C3H5N3O2S (ωB97M-V/def2-TZVPD)
H 2.50384 -1.30231 -0.52837
N 0.01934 -1.85063 0.49660
H 0.91426 2.38581 -1.21625
C 0.52591 -0.66408 0.10574
C -0.24296 0.45488 -0.18281
H -0.74053 -1.96334 1.06220
O -1.79835 2.42265 0.41605
N 2.04226 0.61258 -0.98012
H 0.54204 -2.63642 0.81423
O -2.09393 0.24684 1.55084
H -2.78554 0.50849 -0.44182
C 1.05899 1.36459 -1.06395
N 1.80762 -0.56350 -0.39249
S -1.75295 0.98444 0.36015
```

Molecular weight: 147.2 Da
Relative energy (zero: lowest compared OMol25 entry of this formula, charge and spin): 213.93 kJ/mol
E_HOMO: -9.37 eV
SMILES string: Nc1[nH]ncc1[SH](=O)=O



2 unconnected molecules or ions with the total composition C3H5N3O2S. Source: the Open Molecules 2025 dataset; level of theory: ωB97M-V/def2-TZVPD.

XYZ file:
```
14
C3H5N3O2S (ωB97M-V/def2-TZVPD)
H -0.85918 1.78204 0.02414
H 2.91853 -0.22669 -0.94879
C -0.64800 0.89506 0.50191
H -2.57613 0.39387 0.84820
C -1.57220 -1.26189 1.04541
C 1.57934 0.08201 -2.29917
O 1.51661 1.54226 0.74075
N -1.64793 -0.01896 0.68394
N 2.61201 -0.34413 -1.89558
S 0.26615 0.43135 -3.02024
H -2.51363 -1.63167 1.44865
N 0.67910 0.66061 0.82563
O 1.03363 -0.47697 1.21171
H -0.78829 -1.82689 0.83345
```

Molecular weight: 147.2 Da
Relative energy (zero: lowest compared OMol25 entry of this formula, charge and spin): 390.45 kJ/mol
E_HOMO (spin up / spin down): -8.51 / -8.51 eV



C3H5N3O3 in the gas phase. Source: the Open Molecules 2025 dataset; level of theory: ωB97M-V/def2-TZVPD.

XYZ file:
```
14
C3H5N3O3 (ωB97M-V/def2-TZVPD)
C 0.31140 -0.25711 0.55357
N 0.37155 2.29100 0.77529
C 0.06016 1.06143 0.51055
N -0.74534 -0.32791 -1.52717
H 0.74620 -1.96261 1.53934
O -0.28006 -2.30098 -0.50796
O -0.71437 0.99651 -1.45808
O -1.27474 -0.92938 -2.58692
H -1.14559 -1.81160 -2.17785
H 1.17586 2.70195 0.35699
C -0.23560 -1.06697 -0.58777
H 1.19461 -0.41029 2.48652
N 0.88994 -0.93267 1.57796
H -0.35403 2.94863 1.04553
```

Molecular weight: 131.1 Da
Relative energy (zero: lowest compared OMol25 entry of this formula, charge and spin): 597.08 kJ/mol
E_HOMO: -7.60 eV



C3H5N3OS in the gas phase. Source: the Open Molecules 2025 dataset; level of theory: ωB97M-V/def2-TZVPD.

XYZ file:
```
13
C3H5N3OS (ωB97M-V/def2-TZVPD)
C 1.22107 0.26231 0.50842
N -0.19021 0.98640 -1.07726
H 1.45893 2.32921 1.34439
C 0.18322 2.00653 -0.32906
O 0.61837 -2.50239 0.49931
H -1.95582 -1.44405 0.61077
C 1.11144 1.57299 0.66683
N 0.35430 -0.08158 -0.49305
H 1.62658 -0.65947 0.92026
S -0.22015 -1.59779 -0.94159
H -0.19150 2.90692 -0.54164
H -2.22721 -2.30059 -0.77820
N -1.78902 -1.47848 -0.38917
```

Molecular weight: 131.2 Da
Relative energy (zero: lowest compared OMol25 entry of this formula, charge and spin): 472.87 kJ/mol
E_HOMO: -9.66 eV



C3H5N3OS in the gas phase. Source: the Open Molecules 2025 dataset; level of theory: ωB97M-V/def2-TZVPD.

XYZ file:
```
13
C3H5N3OS (ωB97M-V/def2-TZVPD)
N 0.49813 1.89173 0.20208
H 0.19482 2.55097 -0.47255
H -1.28374 -1.34657 1.02084
C -0.20957 0.63221 0.02400
H 0.52958 -1.37609 -0.20959
H -2.98193 -1.29811 0.22357
C -1.81812 -0.96629 0.05587
N -1.41278 0.52447 -0.20254
N 0.80056 -0.30848 0.18900
C 2.06622 0.24701 0.06942
O 1.77150 1.57497 -0.01262
H -1.65993 -1.62787 -0.85519
S 3.50527 -0.49795 -0.03228
```

Molecular weight: 131.2 Da
Relative energy (zero: lowest compared OMol25 entry of this formula, charge and spin): 377.18 kJ/mol
E_HOMO: -9.28 eV
SMILES string: C/N=c1/[nH]oc(=S)[nH]1



C3H5N3OS in the gas phase. Source: the Open Molecules 2025 dataset; level of theory: ωB97M-V/def2-TZVPD.

XYZ file:
```
13
C3H5N3OS (ωB97M-V/def2-TZVPD)
O -1.86394 0.51587 0.09915
S -0.34114 1.36155 2.87260
N 1.58062 -0.22921 -0.13565
H 0.41347 -0.05987 -2.56844
N -0.48743 0.36351 0.30629
H -1.21063 -0.62352 -1.84539
H 0.13332 -1.75695 -1.89503
H -2.20385 0.60934 1.02474
C 0.22809 0.64704 1.52930
N 1.40818 0.13965 1.18127
H 2.11452 -0.00678 1.95944
C 0.36443 -0.23215 -0.59474
C -0.13563 -0.72848 -1.93355
```

Molecular weight: 131.2 Da
Relative energy (zero: lowest compared OMol25 entry of this formula, charge and spin): 274.57 kJ/mol
E_HOMO: -8.34 eV
SMILES string: Cc1n[nH]c(=S)n1O



C3H5N3OS in the gas phase. Source: the Open Molecules 2025 dataset; level of theory: ωB97M-V/def2-TZVPD.

XYZ file:
```
13
C3H5N3OS (ωB97M-V/def2-TZVPD)
O -0.93657 1.76588 -0.52338
C -0.28525 -0.50607 0.06356
H -1.82768 1.35429 -0.54746
S 1.33474 -1.19302 -0.11061
C -0.17012 0.99018 0.35479
H -2.65076 -0.24393 1.10275
N -1.33886 -1.19795 -0.09109
H 1.65550 2.30374 0.25314
H -0.45212 1.17245 1.38953
N -2.52900 -0.44811 0.11188
C 1.28614 1.28781 0.20387
H -3.27514 -1.04501 -0.15787
N 2.11104 0.33010 0.00542
```

Molecular weight: 131.2 Da
Relative energy (zero: lowest compared OMol25 entry of this formula, charge and spin): 243.41 kJ/mol
E_HOMO: -8.70 eV
SMILES string: N/N=C1/SN=C[C@H]1O



A molecular structure, C3H5N3S. Source: the Open Molecules 2025 dataset; level of theory: ωB97M-V/def2-TZVPD.

XYZ file:
```
12
C3H5N3S (ωB97M-V/def2-TZVPD)
H -1.73340 0.67027 -0.71960
C 0.63826 0.06087 0.46130
H -0.09547 -2.16044 -1.18173
C 2.02618 -0.32711 0.07720
N -0.06193 -1.03564 1.00968
C -1.03941 1.46500 -0.11329
H 0.53683 -1.57466 1.54018
N 0.21698 1.00595 -0.27607
H -1.38886 1.77012 1.22721
N 3.10316 -0.81982 -0.51735
H -0.99199 2.58620 -1.15827
S -1.21035 -1.64074 -0.34926
```

Molecular weight: 115.2 Da
Relative energy (zero: lowest compared OMol25 entry of this formula, charge and spin): 761.65 kJ/mol
E_HOMO: -9.58 eV



C3H5N3S2 in the gas phase. Source: the Open Molecules 2025 dataset; level of theory: ωB97M-V/def2-TZVPD.

XYZ file:
```
13
C3H5N3S2 (ωB97M-V/def2-TZVPD)
C 1.40677 0.75246 0.04984
H -2.05101 -1.97221 0.20054
S -1.26289 0.24033 0.58540
N 1.27994 2.07346 0.22993
H -3.27180 -0.75669 0.28914
C 0.40295 -0.22383 0.18515
N 2.08853 -1.58286 -0.20701
H -2.32926 -0.98850 -1.22856
C -2.28298 -0.94546 -0.12392
H 1.94818 2.69348 -0.10724
N 0.88054 -1.49710 0.02712
H 0.32500 2.29950 0.39604
S 2.86604 -0.09259 -0.29644
```

Molecular weight: 147.2 Da
Relative energy (zero: lowest compared OMol25 entry of this formula, charge and spin): 113.30 kJ/mol
E_HOMO: -8.04 eV
SMILES string: CSc1nnsc1N



C3H5N3S2 in the gas phase. Source: the Open Molecules 2025 dataset; level of theory: ωB97M-V/def2-TZVPD.

XYZ file:
```
13
C3H5N3S2 (ωB97M-V/def2-TZVPD)
N -3.80412 0.50406 0.16265
S 3.93327 0.06031 0.16829
H -2.73972 1.99748 -0.50815
C -1.42139 0.07382 -0.48937
S 0.92337 -0.65907 -0.33360
C 2.31746 0.37567 0.25197
H -1.30845 -0.89087 -0.86709
N -4.05676 -0.75858 0.43214
H -4.90933 -0.85134 0.90822
N -0.28788 0.52266 0.11366
H -3.39465 -1.51260 0.75339
C -2.60980 0.83936 -0.37481
H 1.96968 1.22729 1.07267
```

Molecular weight: 147.2 Da
Relative energy (zero: lowest compared OMol25 entry of this formula, charge and spin): 409.02 kJ/mol
E_HOMO: -8.65 eV
SMILES string: N/N=C\C=N\SC=S



C3H5N3S5 in the gas phase. Source: the Open Molecules 2025 dataset; level of theory: ωB97M-V/def2-TZVPD.

XYZ file:
```
16
C3H5N3S5 (ωB97M-V/def2-TZVPD)
N -0.45454 0.08041 -1.27383
S 1.99058 0.75394 1.61057
H -2.58491 -1.08978 0.79567
C -0.95828 -0.18653 1.43138
H 1.15085 -2.20888 0.23480
H 1.82936 2.19386 -0.83153
N -1.84780 -0.46015 0.44139
S -0.83132 -0.19046 2.98292
H 1.66987 1.98957 2.34513
N 0.71677 0.81453 0.61879
C 0.81786 0.19001 -0.64437
C -1.63874 -0.42452 -0.90690
S 1.59688 -1.56033 -0.78584
S 1.86698 1.15568 -1.83934
S -2.93781 -1.00379 -1.87650
H -0.38575 -0.05357 -2.30233
```

Molecular weight: 243.4 Da
Relative energy (zero: lowest compared OMol25 entry of this formula, charge and spin): 271.31 kJ/mol
E_HOMO: -8.67 eV



2 unconnected molecules or ions with the total composition C3H5N4. Source: the Open Molecules 2025 dataset; level of theory: ωB97M-V/def2-TZVPD.

XYZ file:
```
12
C3H5N4 (ωB97M-V/def2-TZVPD)
N -2.09239 0.57906 1.50924
C 0.38474 -0.77241 0.32786
N -2.92364 1.19450 1.87478
H -0.40636 -0.66374 1.09101
N -0.17386 -0.55157 -0.98773
H 2.02863 0.41355 1.33010
H -0.90567 -1.17986 -1.32378
C 1.40736 0.31300 0.45014
H 0.81162 -1.77704 0.42820
C 0.27374 0.43857 -1.62482
N 1.53073 1.11979 -0.50026
H 0.06510 0.88616 -2.57474
```

Total charge: +1
Molecular weight: 97.1 Da
Relative energy (zero: lowest compared OMol25 entry of this formula, charge and spin): 89.26 kJ/mol
E_HOMO: -15.90 eV



2 unconnected molecules or ions with the total composition C3H5N4O2. Source: the Open Molecules 2025 dataset; level of theory: ωB97M-V/def2-TZVPD.

XYZ file:
```
14
C3H5N4O2 (ωB97M-V/def2-TZVPD)
H 3.22123 0.43138 1.29970
N -0.66854 0.12444 -0.79186
N -3.24198 0.62827 0.04482
C -1.05875 -1.26227 -0.62884
H -0.53094 -2.91218 -0.11399
N 0.45191 0.50818 -0.33930
N -0.21483 -1.97337 0.01162
O -3.84077 -0.37790 0.15056
H 3.52558 1.12771 -0.10053
C 2.74550 1.10209 0.63971
C 1.47257 0.82022 0.06952
H -2.09605 -1.50451 -1.11500
O -2.21605 1.15750 -0.18451
H 2.45112 2.13047 1.05809
```

Total charge: +1
Molecular weight: 129.1 Da
Relative energy (zero: lowest compared OMol25 entry of this formula, charge and spin): 806.93 kJ/mol
E_HOMO (spin up / spin down): -14.08 / -13.59 eV



C3H5N5 in the gas phase. Source: the Open Molecules 2025 dataset; level of theory: ωB97M-V/def2-TZVPD.

XYZ file:
```
13
C3H5N5 (ωB97M-V/def2-TZVPD)
N 0.20999 -1.09419 2.71614
H 1.65953 0.02375 0.30286
N 0.59371 0.06091 0.65500
C -0.12608 -0.99379 1.50764
N -0.16912 0.00064 -0.49736
N 1.02383 1.63138 -1.31891
H -1.00593 1.06147 -2.11164
C -0.20614 1.10844 -1.31186
H 1.20468 -0.59868 2.95111
N -1.23729 -1.55320 0.78874
H -1.68712 -1.10109 -1.33808
C -1.21521 -0.96184 -0.37244
H 0.95516 2.41619 -1.97118
```

Molecular weight: 111.1 Da
Relative energy (zero: lowest compared OMol25 entry of this formula, charge and spin): 355.60 kJ/mol
E_HOMO: -8.60 eV
SMILES string: [H]/N=c1/ncn(/C=N/[H])[nH]1



C3H5N5 in the gas phase. Source: the Open Molecules 2025 dataset; level of theory: ωB97M-V/def2-TZVPD.

XYZ file:
```
13
C3H5N5 (ωB97M-V/def2-TZVPD)
N 0.40001 -0.82278 0.73759
C -1.58762 -0.87567 1.26219
H 1.32547 -0.48897 1.50945
N 2.28408 1.31984 -1.71836
N 0.00731 0.89731 -0.93575
H 1.99376 2.19593 -2.15286
H -2.47399 -1.26880 1.51661
C 1.36763 0.51853 -1.25381
H 1.73159 -0.38477 -0.79368
C -0.36834 0.24198 0.02215
N -0.48427 -1.48885 1.60085
H -2.56788 0.28091 -0.11668
N -1.62776 -0.12467 0.32230
```

Molecular weight: 111.1 Da
Relative energy (zero: lowest compared OMol25 entry of this formula, charge and spin): 457.04 kJ/mol
E_HOMO: -8.40 eV
SMILES string: [H]/N=C\N=c1\[nH]cn[nH]1



C3H5N5 in the gas phase. Source: the Open Molecules 2025 dataset; level of theory: ωB97M-V/def2-TZVPD.

XYZ file:
```
13
C3H5N5 (ωB97M-V/def2-TZVPD)
C -0.19979 -0.37641 -0.83769
N 1.08562 1.23787 0.27312
H -1.59538 -2.19384 -0.01403
N 1.31165 1.80470 1.32598
H -1.95708 -1.36715 -1.71491
H 0.22261 -0.25930 -2.74642
C 0.21189 -0.04686 1.75251
H 0.98113 1.87697 -0.77923
N 0.81657 1.08517 2.28685
C 0.23256 0.17416 0.53338
H -0.23518 -0.85210 2.52574
N 0.29937 0.25853 -1.78411
N -1.17396 -1.34173 -0.82119
```

Molecular weight: 111.1 Da
Relative energy (zero: lowest compared OMol25 entry of this formula, charge and spin): 532.96 kJ/mol
E_HOMO: -9.33 eV
SMILES string: [H]/N=C(\N)c1cnn[nH]1



C3H5N5 in the gas phase. Source: the Open Molecules 2025 dataset; level of theory: ωB97M-V/def2-TZVPD.

XYZ file:
```
13
C3H5N5 (ωB97M-V/def2-TZVPD)
C -2.02903 -0.18210 0.11161
H -1.43160 -1.64264 -0.87132
C 1.29571 -0.81004 0.02642
N -1.02238 -1.10297 -0.08920
N -1.70627 1.06520 0.22965
N 0.05669 -0.34395 -0.42657
C -0.39570 1.20916 -0.17682
N 0.28527 2.20102 -0.16086
H -3.04071 -0.47565 0.81832
H 1.54321 -1.95389 0.11196
H 2.99518 0.05225 0.72253
H 1.29039 1.80681 -0.49930
N 2.15923 0.17681 0.20357
```

Molecular weight: 111.1 Da
Relative energy (zero: lowest compared OMol25 entry of this formula, charge and spin): 393.65 kJ/mol
E_HOMO: -9.06 eV
SMILES string: [H]/N=c1/nc[nH]n1/C=N/[H]



C3H5N5O in the gas phase. Source: the Open Molecules 2025 dataset; level of theory: ωB97M-V/def2-TZVPD.

XYZ file:
```
14
C3H5N5O (ωB97M-V/def2-TZVPD)
H -0.76974 1.25715 -0.62550
N -1.73933 -0.51143 -0.02858
C -0.69122 0.30171 -0.41611
N 0.67582 -0.10214 -0.31289
H -3.68888 -0.88246 0.23786
H 2.91115 2.42225 0.40821
H -3.28607 0.82226 0.95899
N -3.11895 0.14694 -0.02509
C 0.83293 -1.43447 -0.07529
O 2.75489 -0.53593 -0.07538
N 2.05897 -1.75658 0.10999
N 2.09816 1.80266 0.07876
C 1.84267 0.55264 -0.14223
H 0.11958 -2.08261 -0.09275
```

Molecular weight: 127.1 Da
Relative energy (zero: lowest compared OMol25 entry of this formula, charge and spin): 502.22 kJ/mol
E_HOMO: -9.04 eV
SMILES string: [H]/N=c1\oncn1/C=N/N